DFT (ωB97M-V with the def2-TZVPD basis set) results for a molecular structure, C10H17N3O8S2Ta at a distorted geometry.

E_tot (hartree): -2009.75063

```
! wB97M-V def2-TZVPD RIJCOSX def2/J DEFGRID3
* xyz 3 1
Ta 0.178 -0.400 -0.608
N -1.053 -2.188 -1.178
C -0.647 -3.510 -0.561
C 0.074 -3.221 0.739
N 1.111 -2.154 0.574
C 2.402 -2.620 -0.027
C 2.290 -2.703 -1.518
N 1.562 -1.488 -2.021
H -1.142 -2.319 -2.200
H -2.009 -1.973 -0.909
H -1.502 -4.130 -0.390
H -0.049 -4.106 -1.255
H -0.668 -2.884 1.455
H 0.490 -4.159 1.165
H 1.389 -1.838 1.506
H 3.185 -1.882 0.186
H 2.684 -3.594 0.384
H 3.273 -2.762 -1.962
H 1.762 -3.585 -1.869
H 2.271 -0.773 -2.236
H 1.115 -1.709 -2.906
O -3.015 0.225 1.245
S -1.830 0.812 0.781
O -0.584 0.092 1.292
O -1.613 0.680 -0.746
C -1.565 2.426 1.132
C -2.180 2.943 2.277
C -2.141 4.292 2.573
C -1.312 5.116 1.802
C -0.610 4.614 0.682
C -0.822 3.313 0.351
S 0.827 2.246 -1.318
O 1.904 2.988 -1.759
O -0.440 2.957 -0.991
O 0.412 1.030 -2.132
H -2.736 2.265 2.905
H -2.763 4.703 3.350
H -1.208 6.166 2.025
H 0.025 5.158 -0.029
O 1.073 1.591 0.163
O 1.860 0.380 0.028
*
```

Computed Mulliken charges, given in elementary charges: Ta 1.99; N -0.68; C -0.54; C -0.62; N -0.45; C -0.55; C -0.66; N -0.47; H 0.38; H 0.47; H 0.48; H 0.21; H 0.39; H 0.44; H 0.32; H 0.36; H 0.48; H 0.46; H 0.23; H 0.45; H 0.36; O -0.53; S 1.56; O -0.56; O -0.53; C 0.26; C -0.70; C -0.88; C -0.52; C -0.73; C 0.91; S 1.35; O -0.45; O -0.10; O -0.52; H 0.51; H 0.50; H 0.48; H 0.51; O -0.18; O -0.42



DFT (ωB97M-V with the def2-TZVPD basis set) results for a gas-phase ion, C10H17NP (charge +1) at a distorted geometry.

E_tot (hartree): -786.94520

```
! wB97M-V def2-TZVPD RIJCOSX def2/J DEFGRID3
* xyz 1 1
C 2.262 1.278 0.177
C 2.817 -1.116 0.140
C 3.177 0.248 0.098
C 0.846 1.173 0.529
C -3.399 -1.306 -0.073
C -3.669 0.175 0.241
C -1.864 -1.455 -0.044
C -2.378 0.791 -0.308
C 0.018 0.221 -0.339
C 4.582 0.530 -0.262
N -1.308 -0.084 0.198
P 1.382 -1.924 -0.071
H 2.614 2.165 -0.227
H 3.732 -1.740 0.189
H 0.578 0.961 1.538
H 0.602 2.209 0.430
H -3.726 -2.166 0.635
H -3.747 -1.618 -1.151
H -4.693 0.449 -0.223
H -3.581 0.163 1.372
H -1.518 -2.013 0.858
H -1.463 -1.769 -0.962
H -2.452 0.831 -1.399
H -2.376 1.875 0.070
H 0.036 0.598 -1.421
H 4.907 1.503 -0.342
H 4.818 0.000 -1.255
H 5.173 -0.002 0.443
H -1.370 0.021 1.160
*
```

Computed Mulliken charges, given in elementary charges: C -0.58; C -0.27; C 0.91; C -0.81; C -0.54; C -0.55; C -0.74; C -0.64; C -0.54; C -1.61; N 0.35; P 0.10; H 0.39; H 0.26; H 0.42; H 0.35; H 0.30; H 0.31; H 0.34; H 0.26; H 0.42; H 0.41; H 0.42; H 0.33; H 0.19; H 0.43; H 0.33; H 0.40; H 0.39



DFT (ωB97M-V with the def2-TZVPD basis set) results for C10H17OP in the gas phase at a distorted geometry.

SMILES: C=C(O)C[C@@]1(C)CC=C(C)P1C
E_tot (hartree): -807.71737

```
! wB97M-V def2-TZVPD RIJCOSX def2/J DEFGRID3
* xyz 0 1
C -1.874 -0.616 -1.627
C -2.076 0.259 -0.622
O -2.956 0.074 0.384
C -1.128 1.408 -0.442
C 0.220 1.231 0.033
C 1.056 2.454 -0.295
C 0.186 0.728 1.549
C -0.009 -0.775 1.551
C 0.163 -1.422 0.400
C -0.235 -2.858 0.231
P 0.891 -0.351 -0.921
C 2.776 -0.624 -0.412
H -2.644 -1.365 -1.911
H -1.064 -0.318 -2.361
H -2.978 0.918 1.025
H -1.061 1.988 -1.351
H -1.510 2.142 0.262
H 2.042 2.245 0.280
H 0.439 3.310 -0.078
H 1.153 2.483 -1.447
H -0.443 1.363 2.165
H 1.246 0.832 1.841
H -0.356 -1.234 2.423
H -0.527 -3.097 -0.849
H -1.152 -2.975 0.829
H 0.491 -3.621 0.524
H 2.983 -1.638 -0.627
H 2.972 -0.460 0.608
H 3.398 -0.081 -1.164
*
```

Computed Mulliken charges, given in elementary charges: C -1.14; C 0.77; O -0.57; C -1.85; C 1.53; C -1.61; C -1.10; C -0.92; C 0.88; C -1.40; P -0.13; C -1.24; H 0.37; H 0.32; H 0.38; H 0.36; H 0.64; H 0.36; H 0.43; H 0.37; H 0.46; H 0.38; H 0.53; H 0.30; H 0.34; H 0.34; H 0.45; H 0.39; H 0.36